(1)
The following is a DFT calculation (ωB97M-V/def2-TZVPD) of a molecular structure, H22KrO11 at a distorted geometry.

XYZ file:
```
34
Properties=species:S:1:pos:R:3:forces:R:3:lowdin_charge:R:1
Kr 0.287423 -0.847943 -0.065819 -0.174 -0.047 -0.113 0.3751
O -1.198257 2.433437 0.331421 -0.657 -0.021 -0.572 -0.0670
H -0.713467 1.965217 -0.348269 0.179 -0.087 -0.399 -0.0273
H -0.532347 2.684067 0.971711 0.437 -0.033 0.659 -0.0003
O 0.573263 2.431707 2.492881 -0.081 0.727 -0.103 -0.0471
H -0.160447 2.301327 3.093631 -0.200 -0.033 0.226 0.0560
H 1.065453 1.611757 2.533671 0.215 -0.630 -0.050 -0.0083
O -0.351787 1.513187 -2.455589 -0.093 0.233 0.355 -0.0511
H -0.742747 0.778827 -2.928989 -0.248 -0.529 -0.145 0.0565
H -0.326977 2.225007 -3.095069 -0.075 0.343 -0.156 0.0771
O 0.348753 -1.396493 -3.968109 -0.442 0.052 -0.146 -0.0584
H 0.898783 -0.806893 -3.452289 0.572 0.295 0.120 -0.0296
H 0.745573 -2.259533 -3.850109 0.018 -0.216 0.009 0.0364
O -3.200837 -1.129473 -0.331749 0.592 -1.060 -0.054 -0.0858
H -3.553047 -0.242213 -0.261399 -0.387 0.815 0.035 -0.0315
H -3.968687 -1.681433 -0.479999 -0.106 -0.231 0.015 0.0439
O 2.172453 0.632487 -2.596989 0.712 -0.569 -0.023 -0.0703
H 1.381383 1.069537 -2.281689 -0.677 0.245 0.204 -0.0260
H 2.733593 1.344387 -2.904489 0.300 0.058 -0.144 0.0604
O 3.753043 -0.350343 -0.082579 0.440 -0.203 0.209 -0.0768
H 3.299863 -0.324693 -0.925319 -0.230 0.171 -0.438 -0.0202
H 3.056383 -0.258643 0.567411 -0.269 0.113 0.287 -0.0411
O -2.614657 -2.088963 2.470421 -0.052 -0.140 0.371 -0.0620
H -1.774547 -2.143543 2.925901 0.174 -0.070 0.182 0.0169
H -2.387987 -1.819783 1.580261 -0.212 0.245 -0.630 -0.0299
O 1.637493 -3.002713 2.132151 -0.166 0.218 0.383 -0.0694
H 2.548913 -2.978843 2.423651 0.358 -0.208 0.066 0.0490
H 1.679353 -3.351533 1.241751 -0.065 -0.037 -0.320 0.0362
O 1.837843 -0.120203 2.662411 0.279 0.507 -0.011 -0.0826
H 1.614893 -1.050903 2.644561 -0.404 -0.632 -0.254 -0.0135
H 2.644083 -0.076383 3.176491 0.266 0.150 0.211 0.0649
O -3.831327 1.441887 -0.183839 -0.633 -0.119 -0.058 -0.0364
H -2.891047 1.565747 -0.054409 0.741 0.570 0.455 0.0020
H -4.030377 1.931947 -0.981619 -0.113 0.124 -0.171 0.0607
```
Positions in Å, forces in eV/Å.

HOMO level = -10.77 eV
frontier orbital gap = 10.774 eV

***

(2)
The following is a DFT calculation (ωB97M-V/def2-TZVPD) of a molecular structure, H22Li3O19S2 at a distorted geometry.

XYZ file:
```
46
Properties=species:S:1:pos:R:3:forces:R:3:lowdin_charge:R:1
Li -5.646070 -2.172070 -2.951300 0.682 0.783 0.498 0.6548
Li -4.695770 -5.939830 -1.604700 -0.456 0.600 -0.385 0.8358
Li -6.863540 -4.139450 -0.317670 0.737 1.347 -0.483 0.7664
S -6.653090 -5.217900 -3.189380 0.570 6.365 0.718 0.2759
O -6.919720 -5.389320 -1.761350 0.528 -1.423 2.657 -0.4466
O -6.608610 -3.753590 -3.404590 -0.549 -1.423 -0.671 -0.3704
O -5.362310 -5.779360 -3.527950 1.463 -1.252 1.077 -0.4006
O -7.705650 -5.780780 -3.936840 -2.146 -1.809 -1.846 -0.3328
S -4.602180 -1.674750 -0.518260 2.058 2.081 2.111 0.1523
O -5.080730 -1.017370 0.691670 -0.837 -0.089 0.252 -0.3976
O -4.553650 -0.767960 -1.653800 -0.147 0.578 -1.512 -0.4173
O -3.285250 -2.254790 -0.241240 0.261 -1.127 -0.448 -0.4178
O -5.563520 -2.727480 -0.952300 -2.226 -3.370 -0.311 -0.5713
O -9.911290 -5.738140 -2.454700 -0.814 0.054 0.331 -0.0371
H -9.692360 -6.099860 -1.595940 -0.091 -0.052 0.216 0.0231
H -9.064290 -5.582430 -2.872530 0.192 -0.054 -0.237 -0.0406
O -6.533560 -0.700340 -4.121360 0.445 -0.057 0.363 -0.0704
H -7.270080 -0.304390 -3.655530 -0.182 0.152 0.247 0.0537
H -6.938320 -1.323480 -4.724770 -0.479 -0.328 -0.669 -0.0121
O -9.454580 -2.335520 -2.822490 -0.099 0.323 0.237 -0.0401
H -10.286310 -2.808880 -2.842260 -0.197 -0.173 0.018 0.0274
H -8.813840 -2.962000 -3.158940 0.430 -0.135 -0.210 -0.0138
O -7.333400 -8.318870 -4.600600 -0.340 -0.824 -0.192 -0.0314
H -8.022980 -8.818130 -5.038150 -0.143 -0.207 -0.178 0.0682
H -7.738030 -7.474620 -4.401220 0.026 0.484 0.223 -0.0053
O -4.132320 -2.767290 -4.212510 -0.361 0.407 0.120 -0.0691
H -3.254900 -2.853350 -3.839730 0.247 0.170 0.156 0.0600
H -4.349700 -3.647230 -4.520210 0.183 -0.256 -0.239 0.0002
O -6.288750 -5.546980 -6.418020 0.257 0.467 -0.273 -0.0210
H -6.379390 -6.366230 -6.904680 -0.030 -0.199 -0.106 0.0518
H -6.401250 -5.798650 -5.501380 -0.164 -0.245 -0.099 -0.0293
O -3.221830 -5.472310 -4.879610 0.828 0.307 -0.475 -0.0411
H -4.148700 -5.696370 -4.796310 -0.083 -0.140 -0.289 -0.0286
H -2.836400 -5.730130 -4.042230 0.178 -0.075 0.054 0.0371
O -9.641270 -6.252970 -5.749950 -0.325 -0.453 -0.482 -0.0483
H -9.069860 -6.178900 -4.985590 -0.009 0.305 0.006 -0.0374
H -10.162350 -5.450110 -5.738740 -0.104 0.178 0.014 0.0381
O -4.715070 -8.188470 -4.497450 1.286 -0.547 0.020 -0.0715
H -5.611370 -8.381890 -4.772180 -0.486 -0.061 0.072 -0.0241
H -4.783530 -7.361640 -4.020070 -0.239 -0.122 -0.175 -0.0476
O -7.583590 -6.758680 0.503650 0.036 0.157 0.510 -0.0517
H -7.655870 -6.426510 -0.391160 0.054 -0.016 -0.689 -0.0379
H -7.592010 -7.711000 0.407530 -0.032 -0.249 0.094 0.0436
O -7.935670 -2.645200 -5.773140 -0.273 0.360 0.014 -0.0339
H -7.851540 -2.696940 -6.725230 0.061 -0.027 -0.248 0.0562
H -7.491210 -3.428950 -5.450000 0.291 -0.402 0.210 0.0019
```
Positions in Å, forces in eV/Å.

HOMO level = -4.51 eV
frontier orbital gap = 5.285 eV
net charge = -1

***

(3)
The following is a DFT calculation (ωB97M-V/def2-TZVPD) of 10 unconnected molecules or ions with the total composition H22NO9 at a distorted geometry.

XYZ file:
```
32
Properties=species:S:1:pos:R:3:forces:R:3:lowdin_charge:R:1
N 0.214312 -0.026000 0.273094 1.115 2.400 -1.328 0.3128
H -0.428688 0.154000 1.032094 -0.579 -0.451 0.193 0.0867
H 0.110312 0.793000 -0.399906 -0.302 -1.330 0.470 0.1473
H 0.134313 -0.913000 -0.234906 -0.106 0.074 -0.003 0.1234
H 1.167313 0.188000 0.604094 -0.040 -0.673 0.060 0.0956
O -2.941688 -0.261000 1.472094 0.143 -1.475 -3.172 -0.0299
H -2.803688 -1.119000 1.875094 0.176 0.466 0.994 0.0144
H -2.960687 0.483000 2.011094 -0.157 1.225 2.146 0.0043
O 2.772312 -1.392000 -1.237906 1.907 0.347 -0.690 -0.1530
H 3.389312 -1.552000 -2.062906 -1.634 0.703 2.898 0.1088
H 3.254312 -0.935000 -0.467906 -0.435 -0.966 -2.099 0.0148
O -0.857688 -0.170000 -3.308906 5.373 -0.464 -5.629 -0.0677
H -0.031688 0.383000 -3.233906 -1.690 -0.987 0.202 0.0651
H -1.363688 -0.192000 -2.562906 -0.429 0.077 2.110 -0.1759
O -2.200688 0.541000 -1.771906 -5.013 -0.106 3.382 -0.0476
H -3.062688 0.005000 -1.681906 1.813 1.085 -0.143 0.1359
H -2.495688 1.387000 -1.439906 0.035 0.668 0.039 0.0821
O -1.246688 -1.971000 3.083094 -2.275 0.461 1.688 -0.0230
H -1.746688 -2.728000 3.443094 0.153 0.578 0.160 0.0823
H -0.658687 -2.397000 2.527094 2.145 -1.262 -1.818 -0.0042
O -1.290688 -2.715000 -1.679906 -3.477 2.139 0.960 -0.0856
H -2.252688 -2.378000 -1.354906 3.440 -1.433 -1.181 0.1192
H -1.041688 -3.355000 -1.025906 0.077 -0.790 0.507 0.0087
O 0.454313 2.376000 1.987094 -4.202 1.003 -2.654 -0.0672
H 0.824312 2.180000 2.808094 0.523 -0.258 2.429 0.0025
H -0.560688 2.644000 2.087094 3.607 -0.788 0.209 0.1325
O 3.432312 0.316000 1.021094 1.227 3.110 -5.296 0.0088
H 3.507312 -0.030000 1.815094 -0.308 -3.275 6.407 -0.0290
H 4.340312 0.711000 1.030094 -1.003 0.099 -0.993 0.1146
O 1.111312 3.097000 -1.708906 -3.295 0.656 3.374 -0.0215
H 1.952312 3.208000 -1.984906 4.535 -0.145 -2.742 -0.0305
H 1.280313 3.668000 -0.911906 -1.324 -0.687 -0.481 0.0754
```
Positions in Å, forces in eV/Å.

HOMO level = -12.24 eV
frontier orbital gap = 8.919 eV
net charge = +1

***

(4)
The following is a DFT calculation (ωB97M-V/def2-TZVPD) of 10 unconnected molecules or ions with the total composition H22NO9 at a distorted geometry.

XYZ file:
```
32
Properties=species:S:1:pos:R:3:forces:R:3:lowdin_charge:R:1
N -0.391799 0.255216 0.121398 -0.042 -0.157 -1.116 0.2855
H -1.343479 0.063446 -0.157242 -1.107 0.312 0.565 0.0378
H -0.212739 -0.194964 1.007608 0.299 -0.167 0.922 0.0747
H -0.210899 1.247806 0.075028 0.381 0.122 0.166 0.0769
H 0.069741 -0.239834 -0.628262 1.182 0.119 -0.139 0.0712
O -0.078929 -1.198864 2.563598 -0.247 0.464 -0.151 -0.0326
H 0.745871 -1.548824 2.900438 0.320 -0.402 0.032 0.0461
H -0.678389 -1.238024 3.308818 -0.241 0.031 0.154 0.0645
O 1.643831 2.443926 -0.279112 0.661 -0.571 0.476 -0.0468
H 0.902851 2.838776 -0.738772 -0.433 0.248 -0.368 -0.0236
H 1.646281 2.866566 0.579728 0.261 0.228 0.313 0.0629
O 0.926261 -3.357994 -1.041162 0.115 -0.608 0.300 -0.0445
H 0.681961 -2.456894 -1.252282 -0.027 0.170 -0.204 -0.0243
H 1.572001 -3.593904 -1.707192 0.104 -0.193 -0.261 0.0545
O 2.331861 -0.494384 0.195638 -0.227 -0.273 0.049 -0.0303
H 2.332491 0.461486 0.145308 0.053 0.642 -0.056 0.0161
H 2.716871 -0.778614 -0.633352 0.308 -0.191 -0.096 0.0581
O -0.657359 2.957226 -1.474462 -0.187 -0.132 0.052 -0.0191
H -1.201219 3.672116 -1.143742 -0.249 0.260 0.065 0.0697
H -0.413709 3.230416 -2.358902 0.026 0.054 -0.472 0.0795
O -2.850329 -0.409114 -0.114962 -0.774 -0.245 -0.161 -0.0096
H -3.617429 0.134046 0.066058 -0.193 0.321 0.061 0.0770
H -3.198429 -1.297254 -0.194172 -0.032 -0.423 -0.031 0.0819
O 0.289401 -1.132564 -2.422412 -0.124 0.498 0.090 -0.0261
H -0.506109 -1.345074 -2.910502 -0.365 -0.163 -0.167 0.0822
H 0.952231 -0.983944 -3.096802 0.319 0.107 -0.206 0.0812
O -2.013979 2.664866 1.851588 0.280 -0.286 -0.337 -0.0417
H -2.138849 3.464816 1.340988 -0.079 0.288 0.026 0.0284
H -2.787499 2.615456 2.413238 -0.191 -0.017 0.271 0.0439
O 1.846581 -3.036714 1.552868 0.214 -0.095 0.928 -0.0651
H 1.743581 -2.114724 1.317148 0.258 0.124 -0.438 -0.0331
H 1.899341 -3.494464 0.713868 -0.262 -0.067 -0.265 0.0048
```
Positions in Å, forces in eV/Å.

HOMO level = -12.79 eV
frontier orbital gap = 9.677 eV
net charge = +1

***

Q: Which of these has the highest HOMO level?
A: H22Li3O19S2

***

Q: Look up the frontier orbital gap of the fourth one.
A: 9.677 eV